Formula: C28H77N7O7
Source: the Open Molecules 2025 dataset
Level of theory: the ωB97M-V functional and the def2-TZVPD basis

Bonds (Å) are listed after each position.
Element x y z (Å)
1 H -4.363 -0.125 -7.253  C97 1.090
2 H 1.509 -3.028 5.682  C118 1.090
3 C 2.947 -1.021 -4.614  H18 1.090, O43 1.416, H87 1.090, H100 1.090
4 H 5.117 2.532 0.221  C46 1.090
5 H -4.979 -1.791 -6.996  C97 1.090
6 C 1.299 5.753 7.989  H56 1.090, O67 1.387, H85 1.090, H116 1.090
7 C -2.812 0.259 -5.165  H52 1.090, O71 1.436, H88 1.090, C92 1.517
8 H -0.241 4.137 2.515  C113 1.090
9 H -0.974 2.024 -3.678  C83 1.090
10 H -1.248 1.865 3.348  N37 1.010
11 H 1.707 -2.250 -0.368  C94 1.090
12 H 6.196 -2.993 -2.607  N70 1.010
13 H -1.164 5.323 3.381  C113 1.090
14 H 0.597 6.256 5.553  C96 1.090
15 H -3.733 -2.902 -4.994  N29 1.010
16 H 0.529 5.598 3.112  C113 1.090
17 H 0.645 2.223 1.402  C91 1.090
18 H 2.154 -0.299 -4.420  C3 1.090
19 H 0.033 -1.727 -0.423  C94 1.090
20 C 2.141 -2.713 -3.007  O43 1.479, H44 1.090, C65 1.542, H99 1.090
21 O -0.233 -4.044 3.200  C61 1.395, C115 1.426
22 H -0.837 5.427 6.209  C96 1.090
23 H -0.869 -1.396 -2.914  N25 1.010
24 H 1.202 -3.017 2.214  C115 1.090
25 N -0.126 -2.021 -3.193  H23 1.010, C65 1.502, H76 1.010
26 C 5.635 0.038 -1.336  H30 1.090, O31 1.432, H50 1.090, C106 1.511
27 C -5.240 -1.605 -1.041  N33 1.511, C66 1.599, C101 1.572, H117 1.090
28 H -1.002 0.387 3.522  N37 1.010
29 N -3.635 -1.995 -4.561  H15 1.010, H90 1.010, C92 1.414
30 H 5.119 0.279 -2.266  C26 1.090
31 O 6.354 1.193 -0.889  C26 1.432, C46 1.463
32 C 2.168 0.860 -0.231  O38 1.463, H78 1.090, H95 1.090, H112 1.090
33 N -5.607 -2.778 -1.920  C27 1.511, H98 1.010, H103 1.010
34 C 0.713 -1.827 3.927  H64 1.090, N86 1.425, C115 1.522, C118 1.539
35 H -3.112 -2.001 -1.520  C101 1.090
36 H -5.546 1.536 1.705  C51 1.090
37 N -1.499 1.000 2.891  H10 1.010, H28 1.010, C60 1.449
38 O 0.723 0.868 0.001  C32 1.463, C91 1.430
39 H -1.311 -0.168 1.172  C60 1.090
40 H 2.282 -1.501 5.356  C118 1.090
41 H 0.559 -3.447 -0.956  C94 1.090
42 H 6.951 -1.378 -0.607  C106 1.090
43 O 2.481 -2.341 -4.397  C3 1.416, C20 1.479
44 H 1.859 -3.766 -2.997  C20 1.090
45 C -2.209 1.784 0.712  H49 1.090, C60 1.599, H77 1.090, H108 1.090
46 C 5.610 2.445 -0.747  H4 1.090, O31 1.463, H93 1.090, H104 1.090
47 H 8.420 -1.784 -2.524  C110 1.090
48 H -5.316 -0.514 -5.811  C97 1.090
49 H -3.212 1.385 0.862  C45 1.090
50 H 4.987 -0.292 -0.525  C26 1.090
51 C -5.851 0.631 1.180  H36 1.090, O54 1.445, H69 1.090, H114 1.090
52 H -3.622 0.626 -4.535  C7 1.090
53 H 7.412 -0.768 -3.585  C110 1.090
54 O -5.732 0.806 -0.250  C51 1.445, C66 1.457
55 H -0.326 2.750 5.818  N57 1.010
56 H 1.896 6.466 7.421  C6 1.090
57 N -0.641 3.176 4.958  H55 1.010, C73 1.414, H111 1.010
58 H -1.059 -2.138 4.574  N86 1.010
59 H -2.541 1.536 -2.870  C83 1.090
60 C -1.156 0.864 1.489  N37 1.449, H39 1.090, C45 1.599, C91 1.546
61 C -0.479 -5.009 2.224  O21 1.395, H75 1.090, H102 1.090, H107 1.090
62 H -3.719 -0.448 -2.228  C101 1.090
63 H -3.550 -0.459 -0.581  C101 1.090
64 H 1.184 -1.017 3.368  C34 1.090
65 C 1.067 -1.868 -2.294  C20 1.542, N25 1.502, H82 1.090, C94 1.514
66 C -6.207 -0.332 -1.024  C27 1.599, O54 1.457, H80 1.090, H119 1.090
67 O 0.803 4.822 7.088  C6 1.387, C96 1.417
68 H 5.754 -1.746 -3.315  N70 1.010
69 H -5.244 -0.212 1.511  C51 1.090
70 N 5.831 -2.083 -2.366  H12 1.010, H68 1.010, C106 1.434
71 O -1.609 0.251 -4.383  C7 1.436, C83 1.436
72 H 1.012 0.598 1.995  C91 1.090
73 C 0.214 4.278 4.724  N57 1.414, H79 1.090, C96 1.558, C113 1.523
74 H -0.094 -1.372 5.640  N86 1.010
75 H -0.804 -5.916 2.735  C61 1.090
76 H 0.028 -1.762 -4.157  N25 1.010
77 H -1.985 1.905 -0.348  C45 1.090
78 H 2.345 0.989 -1.298  C32 1.090
79 H 1.247 3.935 4.664  C73 1.090
80 H -7.175 -0.610 -0.608  C66 1.090
81 H -2.525 -1.568 -6.192  C92 1.090
82 H 1.428 -0.840 -2.246  C65 1.090
83 C -1.601 1.210 -3.314  H9 1.090, H59 1.090, O71 1.436, H109 1.090
84 H -0.371 -2.267 2.153  C115 1.090
85 H 0.466 6.362 8.342  C6 1.090
86 N -0.408 -1.373 4.680  C34 1.425, H58 1.010, H74 1.010
87 H 3.142 -0.923 -5.682  C3 1.090
88 H -2.773 0.868 -6.068  C7 1.090
89 H 2.552 -2.959 4.365  C118 1.090
90 H -2.744 -2.126 -4.104  N29 1.010
91 C 0.352 1.174 1.347  H17 1.090, O38 1.430, C60 1.546, H72 1.090
92 C -3.319 -1.101 -5.610  C7 1.517, N29 1.414, H81 1.090, C97 1.564
93 H 6.414 3.178 -0.809  C46 1.090
94 C 0.765 -2.378 -0.901  H11 1.090, H19 1.090, H41 1.090, C65 1.514
95 H 2.640 1.751 0.184  C32 1.090
96 C 0.201 5.302 5.899  H14 1.090, H22 1.090, O67 1.417, C73 1.558
97 C -4.578 -0.898 -6.515  H1 1.090, H5 1.090, H48 1.090, C92 1.564
98 H -5.123 -2.431 -2.736  N33 1.010
99 H 3.117 -2.703 -2.523  C20 1.090
100 H 3.775 -0.761 -3.954  C3 1.090
101 C -3.778 -1.148 -1.394  C27 1.572, H35 1.090, H62 1.090, H63 1.090
102 H -1.234 -4.702 1.500  C61 1.090
103 H -5.007 -3.549 -1.665  N33 1.010
104 H 5.006 2.639 -1.633  C46 1.090
105 H 8.331 -0.087 -2.215  C110 1.090
106 C 6.566 -1.123 -1.595  C26 1.511, H42 1.090, N70 1.434, C110 1.528
107 H 0.397 -5.315 1.652  C61 1.090
108 H -2.208 2.784 1.144  C45 1.090
109 H -1.110 0.734 -2.464  C83 1.090
110 C 7.738 -0.935 -2.558  H47 1.090, H53 1.090, H105 1.090, C106 1.528
111 H -1.565 3.530 5.157  N57 1.010
112 H 2.652 -0.065 0.083  C32 1.090
113 C -0.195 4.823 3.361  H8 1.090, H13 1.090, H16 1.090, C73 1.523
114 H -6.902 0.378 1.326  C51 1.090
115 C 0.322 -2.788 2.815  O21 1.426, H24 1.090, C34 1.522, H84 1.090
116 H 1.948 5.414 8.796  C6 1.090
117 H -5.316 -2.002 -0.028  C27 1.090
118 C 1.803 -2.355 4.877  H2 1.090, C34 1.539, H40 1.090, H89 1.090
119 H -6.526 -0.089 -2.038  C66 1.090

highest occupied orbital energy	-8.4	eV
SMILES string	COC[C@H](C)N.COC[C@H](C)N.COC[C@H](C)N.COC[C@H](C)N.COC[C@H](C)N.COC[C@H](C)N.COC[C@H](C)N